{"formula": "C48H122N4O30", "method": "the ωB97M-V functional and the def2-TZVPD basis", "species": ["C", "O", "C", "C", "O", "C", "H", "H", "H", "H", "H", "H", "H", "H", "H", "H", "C", "O", "C", "C", "O", "C", "H", "H", "H", "H", "H", "H", "H", "H", "H", "H", "C", "O", "C", "C", "O", "C", "H", "H", "H", "H", "H", "H", "H", "H", "H", "H", "C", "O", "C", "C", "O", "C", "H", "H", "H", "H", "H", "H", "H", "H", "H", "H", "C", "O", "C", "C", "O", "C", "H", "H", "H", "H", "H", "H", "H", "H", "H", "H", "C", "O", "C", "C", "O", "C", "H", "H", "H", "H", "H", "H", "H", "H", "H", "H", "C", "O", "C", "C", "O", "C", "H", "H", "H", "H", "H", "H", "H", "H", "H", "H", "C", "O", "C", "C", "O", "C", "H", "H", "H", "H", "H", "H", "H", "H", "H", "H", "C", "O", "C", "C", "O", "C", "H", "H", "H", "H", "H", "H", "H", "H", "H", "H", "C", "O", "C", "C", "O", "C", "H", "H", "H", "H", "H", "H", "H", "H", "H", "H", "C", "O", "C", "C", "O", "C", "H", "H", "H", "H", "H", "H", "H", "H", "H", "H", "C", "N", "O", "O", "H", "H", "H", "C", "N", "O", "O", "H", "H", "H", "C", "N", "O", "O", "H", "H", "H", "C", "N", "O", "O", "H", "H", "H"], "coordinates": [[9.652742, -25.289990, 0.060607], [9.875120, -26.489536, -0.588258], [8.903547, -27.479461, -0.242022], [9.246881, -28.818703, -0.896421], [9.110682, -28.805428, -2.272065], [10.373573, -28.598735, -2.904303], [10.583995, -24.681187, 0.012723], [9.424416, -25.472771, 1.132240], [8.836561, -24.730698, -0.374183], [7.938746, -27.125260, -0.597613], [8.974443, -27.670084, 0.818370], [8.545889, -29.549463, -0.558028], [10.234021, -29.190974, -0.554661], [10.973564, -29.540751, -2.745320], [10.950171, -27.798474, -2.349790], [10.263426, -28.350014, -3.944974], [17.521265, -31.100864, 2.034789], [16.554973, -30.606184, 2.999049], [17.128856, -30.658803, 4.286125], [18.286596, -29.719994, 4.701834], [17.795618, -28.436710, 5.131841], [18.806800, -27.620244, 5.630542], [18.393954, -30.386845, 1.883038], [17.088817, -31.430753, 1.104516], [18.047756, -31.959122, 2.466897], [17.498542, -31.736584, 4.483179], [16.320577, -30.451659, 5.012130], [19.104975, -29.622905, 3.981967], [18.825441, -30.093305, 5.567604], [18.458106, -26.816691, 6.288199], [19.506461, -27.283851, 4.865231], [19.408143, -28.164882, 6.386312], [15.093762, -21.008802, -0.623597], [16.239079, -20.662618, -1.408710], [16.338210, -19.242237, -1.669103], [15.991955, -19.103792, -3.191953], [14.642312, -19.505665, -3.376694], [14.259974, -19.738200, -4.695329], [14.214310, -20.434544, -1.073919], [15.311648, -20.792378, 0.435505], [14.965028, -22.061084, -0.765658], [17.283317, -18.744342, -1.387246], [15.547604, -18.768887, -1.092393], [16.673078, -19.781466, -3.767528], [16.092669, -18.061382, -3.409363], [14.694566, -20.642620, -5.060426], [14.668128, -18.964079, -5.405651], [13.202065, -19.791557, -4.732019], [18.364089, -21.811899, 0.343840], [19.193568, -22.140571, 1.427767], [18.563996, -22.380049, 2.660532], [17.630782, -21.318121, 3.256178], [16.450778, -20.974956, 2.502623], [15.760465, -19.814869, 2.909396], [17.426175, -22.396090, 0.500296], [18.942865, -22.044827, -0.512984], [18.043526, -20.769283, 0.408062], [19.306218, -22.560259, 3.385603], [17.939421, -23.328455, 2.669948], [18.322136, -20.465252, 3.469621], [17.395513, -21.735770, 4.254064], [15.188175, -20.127249, 3.787692], [15.005961, -19.599434, 2.166470], [16.456548, -18.974570, 3.042977], [11.965094, -19.538299, 1.392310], [12.728069, -20.718035, 1.589120], [12.257493, -21.898194, 0.876831], [13.133775, -23.063102, 1.075533], [13.091169, -23.470667, 2.482154], [14.212937, -24.225275, 2.831428], [11.586321, -19.518433, 0.315998], [12.549031, -18.629757, 1.560198], [11.092060, -19.542716, 2.037347], [12.320937, -21.617442, -0.194677], [11.215068, -22.081391, 1.240187], [14.159980, -22.874258, 0.726490], [12.696766, -23.919624, 0.423509], [15.157326, -23.926518, 2.224620], [13.967203, -25.278298, 2.657321], [14.504453, -24.138671, 3.843994], [7.985018, -27.007090, -4.773517], [9.116631, -26.088947, -4.987635], [9.479949, -25.157545, -3.989047], [10.386146, -24.088806, -4.666116], [10.880467, -23.287154, -3.597027], [11.765649, -22.197750, -3.921950], [7.103464, -26.469025, -4.985121], [7.897682, -27.548895, -3.831416], [8.148591, -27.822244, -5.623156], [10.052981, -25.680534, -3.164926], [8.634291, -24.601765, -3.636664], [9.751890, -23.457504, -5.383964], [11.141687, -24.518140, -5.323605], [11.955772, -21.658660, -2.979067], [11.206373, -21.673231, -4.685518], [12.630988, -22.684812, -4.372388], [16.393927, -28.854987, -3.365823], [17.560888, -29.633039, -3.573108], [18.133462, -29.516541, -4.888249], [18.972756, -30.751689, -5.063011], [18.042180, -31.784516, -5.215140], [18.660303, -33.053261, -5.211145], [16.497667, -27.804437, -3.740567], [16.157274, -28.913061, -2.307791], [15.442304, -29.180058, -3.791675], [18.734483, -28.553256, -5.061537], [17.456696, -29.637986, -5.699330], [19.572792, -30.850684, -4.184783], [19.513811, -30.730316, -6.087927], [19.413840, -33.071378, -5.934943], [17.893124, -33.803426, -5.409828], [19.133620, -33.253239, -4.284710], [16.213737, -31.755030, -1.887208], [16.071980, -32.783669, -0.933498], [16.565227, -34.057434, -1.362069], [17.113945, -34.720189, -0.125872], [17.281708, -36.114359, -0.414955], [17.627751, -36.836748, 0.842251], [17.261430, -31.575573, -2.155295], [15.898424, -30.738136, -1.426856], [15.610298, -31.841503, -2.814962], [17.338859, -33.865621, -2.073211], [15.772674, -34.656376, -1.838188], [16.493689, -34.661824, 0.766739], [18.011114, -34.203921, 0.205375], [18.654915, -36.563505, 1.196667], [17.648619, -37.898246, 0.646723], [16.797871, -36.570663, 1.536399], [9.416267, -27.915229, 5.639460], [8.789605, -28.447017, 4.517531], [7.901956, -27.423110, 4.050824], [6.689195, -28.173429, 3.400462], [5.882057, -28.974747, 4.233562], [6.269920, -30.310749, 4.410636], [10.099684, -27.073752, 5.400276], [10.094041, -28.685609, 6.096464], [8.623819, -27.639064, 6.475043], [8.371819, -26.773652, 3.340607], [7.429805, -26.865731, 4.848736], [7.014261, -28.843652, 2.624428], [6.015522, -27.411333, 3.013835], [5.459779, -31.041240, 4.670414], [6.889078, -30.507400, 5.267497], [6.675065, -30.707704, 3.490695], [16.820534, -26.213288, 2.956105], [16.493417, -26.395071, 1.581655], [17.613140, -26.682298, 0.823006], [17.428426, -26.460867, -0.673187], [17.179364, -25.107297, -0.988878], [17.177894, -24.791194, -2.360754], [15.852197, -25.935857, 3.387822], [17.523759, -25.447359, 3.117627], [17.249199, -27.141808, 3.433372], [18.052749, -27.646655, 0.999133], [18.378276, -25.962149, 1.051227], [16.632471, -27.141218, -1.094811], [18.345070, -26.830322, -1.125016], [16.151093, -24.684757, -2.747498], [17.718477, -25.544373, -2.999056], [17.604970, -23.781352, -2.389001], [11.688773, -32.777894, 2.805830], [11.779944, -31.986800, 1.570651], [12.900249, -32.265848, 0.733911], [12.461698, -31.941767, -0.704681], [11.532883, -32.902143, -1.096412], [11.039623, -32.616642, -2.513704], [11.308201, -33.776790, 2.618297], [11.061717, -32.279032, 3.515551], [12.651165, -32.784835, 3.268454], [13.036432, -33.364290, 0.818136], [13.844779, -31.828927, 1.034445], [13.376578, -31.922509, -1.363205], [11.998663, -30.991294, -0.743019], [11.905217, -32.655845, -3.148277], [10.666540, -31.615305, -2.517788], [10.389634, -33.414287, -2.764478], [10.383606, -24.250224, 3.701682], [9.073432, -23.619835, 3.283494], [9.070795, -23.036301, 2.206997], [8.201390, -23.733374, 4.107265], [10.083447, -25.104985, 4.253145], [10.883120, -23.437578, 4.203628], [10.909199, -24.525186, 2.779064], [11.737623, -29.283077, 2.740614], [11.717406, -27.787583, 3.043112], [11.001160, -27.079663, 2.242527], [12.330921, -27.293652, 3.984661], [11.110351, -29.830464, 3.436725], [12.775900, -29.505773, 2.827848], [11.381700, -29.376917, 1.704193], [12.806192, -26.998515, -5.023590], [13.518737, -25.922020, -4.297944], [12.950171, -25.251382, -3.468016], [14.636727, -25.663418, -4.799893], [12.873375, -26.707887, -6.079684], [11.729574, -26.995964, -4.696292], [13.215527, -27.998984, -4.716417], [13.435209, -26.870576, -0.613051], [13.528769, -28.361586, -0.938921], [13.903693, -29.146739, -0.017209], [13.433946, -28.592905, -2.149546], [14.384621, -26.453321, -0.972148], [13.362205, -26.727465, 0.452926], [12.685760, -26.501036, -1.240342]], "forces_ev_per_angstrom": [[0.655, 0.726, 1.209], [0.231, -1.308, -0.499], [1.208, -0.233, -0.889], [0.055, 0.523, 0.859], [0.618, 0.319, -1.499], [1.109, -0.408, 1.914], [-0.656, -0.355, -0.049], [0.101, 0.190, -0.443], [-0.372, 0.294, -0.213], [-0.417, -0.134, 0.281], [-0.453, 0.240, 0.668], [-0.696, -0.496, 0.602], [-0.135, 0.324, -0.256], [-0.334, 0.831, -0.571], [-0.676, -0.565, -0.847], [-0.277, -0.022, -0.315], [1.326, 0.696, 1.102], [1.462, -0.105, -0.795], [0.287, -1.046, 1.400], [-0.109, 0.640, 0.124], [-0.540, -0.418, -0.586], [1.074, -0.500, 1.432], [-1.326, -0.336, -0.149], [-0.544, 0.351, -0.211], [-0.281, -0.325, 0.064], [-0.458, 1.430, -0.234], [0.246, -0.138, -0.411], [-0.309, 0.232, -0.573], [-0.222, -0.802, 0.365], [-0.624, 0.202, -0.878], [-0.099, 0.304, -0.162], [0.112, -0.300, -0.411], [0.104, 1.659, -0.871], [0.710, 0.817, 0.198], [-1.317, -1.312, -1.229], [0.356, -1.004, 1.369], [0.182, 0.355, 0.910], [1.613, 1.132, -0.826], [0.815, -0.851, 1.023], [-0.514, -0.041, -0.371], [-0.149, -0.588, -0.138], [-0.066, -0.736, -0.247], [-0.113, 0.404, 0.009], [-0.351, 0.735, 0.283], [0.271, 0.789, -0.838], [0.216, -1.091, -0.236], [-0.655, -0.225, 0.648], [-0.970, 0.055, -0.121], [-1.719, -0.164, 1.772], [0.882, 0.007, 1.317], [-2.720, -0.875, -1.194], [0.754, 0.805, 0.385], [1.726, -0.922, -0.319], [0.070, -0.764, 0.598], [0.504, 0.125, -0.964], [0.028, -0.133, -1.068], [0.254, 0.049, -0.345], [1.148, 0.009, 0.843], [0.573, 0.591, -0.646], [-0.927, 0.180, -0.359], [-0.393, 0.216, -0.224], [0.136, 0.786, 0.470], [0.024, 0.134, -0.405], [-0.344, -0.086, 0.250], [-0.628, -0.906, -1.773], [0.662, -0.346, 0.096], [-1.015, 2.370, 0.230], [-0.375, -2.118, 0.665], [0.324, 1.243, -1.329], [1.355, -0.466, -2.143], [0.394, 0.184, 1.117], [0.206, -0.366, 0.124], [-0.239, 0.104, 0.202], [-0.581, -0.400, 0.244], [0.639, -0.146, -0.659], [-0.333, -0.132, 0.552], [0.710, 1.162, 0.869], [-1.511, -0.556, 0.770], [0.397, -0.162, -0.151], [-0.192, 0.483, 1.324], [2.181, -1.166, -2.217], [-0.543, -1.169, 0.048], [1.468, -0.364, -0.296], [-1.165, 1.096, 0.022], [-0.213, -0.476, 0.352], [-1.188, -1.987, -0.284], [-1.235, 0.549, -0.189], [0.537, 0.406, 0.232], [-0.489, 1.699, 1.772], [-0.714, 0.767, -0.570], [-0.675, 0.058, 0.672], [0.558, -0.628, 0.913], [0.483, -0.257, 0.293], [0.046, -0.104, -0.723], [0.334, 1.085, -0.136], [0.568, 0.608, 0.144], [-0.166, 0.953, -0.101], [-0.342, 0.680, -1.207], [1.277, 0.657, 0.570], [-0.183, 0.489, -2.306], [-0.417, -0.818, 0.524], [-1.628, 0.387, 0.144], [0.225, -0.579, 0.601], [0.415, 0.459, 0.205], [0.285, -0.800, -0.745], [-0.821, -1.165, 0.578], [-1.409, 0.475, -0.413], [0.966, -0.484, 0.433], [0.015, 0.402, 1.836], [1.241, -0.283, -1.526], [0.136, 0.081, -0.023], [0.389, -0.274, 1.286], [-0.232, 2.207, 0.386], [-0.320, 0.034, -0.146], [-0.970, 0.773, 0.648], [-0.089, -1.211, 0.123], [1.085, -0.424, 1.603], [-0.374, 1.503, -1.191], [-0.070, -0.398, -0.163], [0.208, -1.926, -0.316], [0.248, -0.431, 0.435], [0.732, -0.209, -0.638], [0.162, 0.119, 0.201], [-0.835, 0.379, -0.186], [0.720, -0.148, -0.263], [-0.971, 0.145, -0.084], [-0.257, -0.195, -0.275], [0.901, -0.374, 0.039], [0.530, -0.471, 2.693], [-0.369, 1.207, 0.026], [-2.175, -2.705, -0.525], [0.437, 0.354, 0.068], [-0.464, 0.172, 1.134], [-0.757, -1.261, 0.181], [-0.651, -0.052, 0.138], [-0.679, 0.437, -0.454], [1.610, -0.250, -1.607], [0.384, 0.462, -0.491], [0.406, 0.317, 0.549], [0.504, 0.053, -0.860], [0.004, 0.045, -0.282], [-0.390, 1.295, -0.549], [1.122, 0.511, 0.166], [0.615, -0.130, -0.235], [-1.296, -1.908, 0.000], [-0.270, -0.144, 0.330], [0.325, 1.381, -1.247], [-1.255, -1.087, -0.201], [0.188, -0.740, 0.784], [-0.168, 0.195, -0.429], [0.531, -0.286, 0.420], [0.972, 1.315, -0.069], [-0.750, 0.735, -0.554], [-0.075, -0.939, 0.156], [0.764, 0.541, 0.481], [0.355, 0.653, 0.425], [0.435, 0.141, -0.319], [0.161, -0.323, 0.071], [-0.230, 0.795, 0.627], [0.233, -0.319, -0.502], [0.525, 0.948, -1.771], [-0.382, 0.082, 1.520], [-1.167, -1.742, -0.332], [1.784, -0.946, 0.436], [-1.144, -0.284, -2.498], [2.169, -0.395, 3.070], [0.070, -0.180, -0.169], [-0.750, 0.457, 0.048], [0.900, -0.424, 0.300], [0.257, 0.321, -0.482], [0.039, 0.674, 0.143], [-0.700, -0.054, 0.434], [-0.353, 1.451, 0.081], [0.510, -0.026, -0.490], [-0.814, 0.439, -0.157], [-0.930, -0.373, -0.118], [-0.525, 0.581, -1.944], [1.957, -0.390, -0.168], [-0.926, -0.121, 0.793], [-1.156, 0.530, -0.457], [0.242, -0.505, 0.855], [0.399, -0.182, 0.451], [-0.050, 0.148, 0.541], [-0.115, 1.307, -0.618], [-2.019, 2.200, -1.110], [2.058, -1.937, 2.162], [-0.723, -1.175, -1.319], [-0.013, 0.290, 0.142], [0.670, -0.658, 0.051], [0.184, -0.052, 0.641], [-1.666, -0.980, 0.886], [1.467, 0.955, -1.892], [0.409, -0.527, 0.266], [-1.383, -0.323, 1.438], [0.190, -0.604, 0.370], [1.109, 0.244, -0.347], [-0.008, 1.126, -0.674], [1.519, -1.336, 0.288], [1.841, 0.131, 1.013], [-1.443, 1.672, -2.905], [0.001, -0.765, 1.855], [-0.069, -0.201, 0.185], [-0.332, -0.015, 0.139], [-1.446, 0.693, -0.481]], "lowdin_charge": [-0.13, -0.21, -0.16, -0.21, -0.18, -0.10, 0.09, 0.06, 0.09, 0.14, 0.10, 0.12, 0.12, 0.08, 0.08, 0.07, -0.08, -0.18, -0.21, -0.18, -0.22, -0.15, 0.10, 0.06, 0.07, 0.14, 0.13, 0.12, 0.11, 0.09, 0.09, 0.09, -0.09, -0.22, -0.16, -0.18, -0.20, -0.12, 0.11, 0.07, 0.07, 0.13, 0.11, 0.14, 0.11, 0.08, 0.10, 0.07, -0.09, -0.17, -0.22, -0.19, -0.22, -0.09, 0.10, 0.08, 0.08, 0.11, 0.12, 0.13, 0.13, 0.10, 0.06, 0.10, -0.11, -0.22, -0.19, -0.17, -0.19, -0.13, 0.10, 0.08, 0.08, 0.12, 0.13, 0.09, 0.14, 0.12, 0.07, 0.07, -0.06, -0.23, -0.19, -0.21, -0.23, -0.07, 0.06, 0.06, 0.13, 0.12, 0.12, 0.14, 0.10, 0.09, 0.08, 0.08, -0.13, -0.18, -0.19, -0.23, -0.19, -0.10, 0.09, 0.05, 0.08, 0.15, 0.11, 0.12, 0.16, 0.06, 0.10, 0.07, -0.13, -0.21, -0.17, -0.22, -0.20, -0.06, 0.08, 0.09, 0.10, 0.10, 0.14, 0.11, 0.12, 0.09, 0.07, 0.09, -0.15, -0.19, -0.17, -0.18, -0.17, -0.12, 0.07, 0.10, 0.13, 0.10, 0.12, 0.10, 0.13, 0.09, 0.07, 0.08, -0.07, -0.16, -0.22, -0.21, -0.19, -0.10, 0.07, 0.05, 0.09, 0.12, 0.12, 0.11, 0.12, 0.07, 0.10, 0.09, -0.06, -0.22, -0.18, -0.25, -0.18, 0.00, 0.09, 0.06, 0.08, 0.13, 0.11, 0.13, 0.08, 0.07, 0.05, 0.07, 0.05, -0.43, 0.04, 0.07, 0.06, 0.11, 0.07, 0.07, -0.34, -0.01, 0.06, 0.09, 0.09, 0.09, 0.04, -0.40, 0.07, 0.02, 0.11, 0.08, 0.11, 0.08, -0.33, 0.05, 0.02, 0.10, 0.09, 0.05], "e_lumo_ev": -0.210, "e_above_lowest_kcal_mol": 51.6, "homo_energy_ha": -0.3337, "gap_ev": 8.871}